Entry from OMol25: a cluster of 2 separate species, C2H5NO in total at a distorted geometry (ωB97M-V/def2-TZVPD).

Each line ends with the Löwdin charge.
Positions of all 9 atoms, in Å:
H -1.30654 -2.23254 -0.42304  0.21
C 0.47479 0.94511 0.21325  -0.02
O -0.36048 -0.65963 1.65675  -0.03
H 0.39269 1.79426 0.93991  0.11
H 0.26866 1.42555 -0.77034  0.09
H 1.51985 0.88593 0.05617  0.07
H -0.42028 -0.75525 -1.57601  0.02
C -0.35013 -1.04207 -0.58860  0.01
N -0.21856 -0.36135 0.49191  -0.44

Atomic forces in eV per Å
3.40 3.57 -0.25
0.06 2.83 -0.76
-0.73 -0.79 2.11
-0.71 -1.45 -0.03
-0.98 -0.76 0.50
1.31 -1.17 0.55
0.48 1.33 -1.51
-4.91 -6.08 1.89
2.08 2.53 -2.50

Summary:
- Highest occupied orbital energy: -0.3374 Eh
- Maximum force: 8.05 eV/A

Entry from OMol25: a cluster of 4 separate species, C7H16O3 in total at a distorted geometry (ωB97M-V/def2-TZVPD).

Each line ends with the Löwdin charge.
Positions of all 26 atoms, in Å:
C -1.36152 2.32399 0.56582  -0.22
H -0.43983 3.47139 -1.01049  0.03
H -1.18100 1.90216 -1.50394  0.05
H 0.35734 -0.69417 -2.66132  -0.01
C 1.30791 -2.56711 1.14969  -0.13
H 1.99299 -0.20737 -1.20536  0.02
H 0.23691 -1.86571 2.87527  0.07
C 0.34477 -1.84546 1.78874  -0.31
C -1.13586 0.15553 1.68846  -0.22
H 1.71560 0.03031 0.97903  0.04
C -2.08883 1.07486 0.96776  -0.27
O 1.79841 0.72811 0.28853  -0.09
H -2.94449 1.33757 1.60891  0.09
H 1.48839 -2.53610 0.08193  0.01
H -1.13274 3.01364 1.37418  0.09
H -0.56034 -1.24262 -3.76299  0.02
H 0.90470 1.10092 0.26720  0.01
H 1.98506 -3.22612 1.69064  -0.01
C -0.58187 -0.95752 1.12609  -0.24
H -2.53204 0.59312 0.09001  0.10
O 2.06570 -0.73720 -2.05350  -0.10
H 2.75711 -0.28936 -2.56027  0.04
H -0.91405 0.43342 2.71862  0.08
O -0.55885 -0.61742 -3.02904  -0.11
H -0.80876 -1.26378 0.10768  0.10
C -0.99015 2.59304 -0.68805  -0.04

Atomic forces in eV per Å
-0.19 0.09 -0.41
0.07 0.09 0.41
-0.21 -0.16 0.14
-0.51 0.10 -0.17
1.12 -0.94 0.01
0.02 -0.38 -0.38
0.41 0.00 0.02
-1.39 1.30 -0.30
-0.85 0.95 0.28
-0.04 0.24 -0.55
-0.12 -0.24 0.26
0.22 -0.40 0.36
0.03 0.11 0.03
-0.23 0.19 -0.07
0.10 0.04 -0.04
-0.05 0.08 0.16
-0.14 0.02 0.09
-0.19 0.01 0.06
0.96 -1.72 0.38
0.23 -0.03 -0.08
0.24 0.53 0.35
-0.27 -0.12 0.17
0.12 -0.12 -0.05
0.50 -0.15 -0.06
0.02 0.47 -0.26
0.14 0.02 -0.35

Summary:
- Spin multiplicity: 2
- Highest occupied orbital energy (alpha / beta): 0.0039 / -0.1263 Eh
- Net charge: -1
- Maximum force: 2.00 eV/A
- Expectation value of S²: 0.77

Entry from OMol25: a structure of composition CHBr3 at a distorted geometry (ωB97M-V/def2-TZVPD).

Each line ends with the Löwdin charge.
Positions of all 5 atoms, in Å:
C -25.08266 8.66066 26.35252  -1.44
H -26.15269 8.50997 26.20955  -0.01
Br -25.04199 10.17454 27.65995  0.43
Br -23.96761 9.33437 24.85123  0.51
Br -24.07151 7.38881 27.47004  0.50

Atomic forces in eV per Å
2.01 1.82 1.70
0.53 -0.60 -0.53
-0.72 0.34 -0.45
-1.11 -0.94 0.47
-0.70 -0.63 -1.20

Summary:
- Highest occupied orbital energy: -0.3655 Eh
- Maximum force: 3.20 eV/A

Entry from OMol25: a structure of composition C19H39N3O6RhSSbSi3 at a distorted geometry (ωB97M-V/def2-TZVPD).

Each line ends with the Löwdin charge.
Positions of all 73 atoms, in Å:
H 2.07057 -6.06592 -0.73349  0.03
H 0.61361 -5.44062 -1.50807  0.01
H -1.98791 0.79955 0.00498  0.09
C -3.20341 3.48045 1.42444  -0.11
Rh 1.40582 0.40570 0.39063  0.23
C 1.51089 3.53733 3.18886  -0.04
H 0.27581 1.72492 -2.87995  0.01
S 3.37645 -0.43936 0.87837  0.24
O -0.26099 1.25578 4.16279  0.04
C 4.09178 1.64163 -1.69687  -0.25
H 2.87441 -1.46939 -2.36353  0.01
H 4.21033 2.42704 -0.94631  0.01
O 0.72064 3.23801 5.42591  0.13
H -3.52213 3.26723 -0.73092  0.16
O 0.20177 0.19572 2.25345  -0.16
C 2.83117 -3.87301 1.46909  -0.25
H 3.05707 -0.37494 -3.74228  0.03
C 1.44394 3.97488 4.60997  -0.51
H 2.74036 -3.07562 2.20770  0.01
Si 1.23852 -4.06600 0.48578  0.33
C -0.11901 -4.82642 1.56020  -0.24
H -3.58418 -3.41869 -2.29438  0.03
H 0.33466 -2.79387 -4.18537  0.02
H 3.66756 -3.62398 0.81485  0.02
N 2.01832 3.55529 1.06112  0.05
C 1.55316 -5.15137 -1.03371  -0.23
H 1.44142 -0.88191 -3.22578  -0.02
H 3.06980 -4.80038 1.99447  0.03
C 0.26887 1.18300 3.04444  -0.58
C 2.14445 4.25467 2.19723  0.02
O -0.83762 3.50517 -0.45981  0.09
Sb 0.24619 -1.79119 -0.34585  0.98
C -2.72358 -3.39497 -1.62132  -0.24
H 4.31443 2.06589 -2.67878  0.03
H 1.02673 3.05475 -2.01097  0.00
H 0.19799 -5.79423 1.95606  0.03
Si 2.34016 0.90377 -1.70636  0.32
H -0.03300 -4.29320 -3.33069  0.00
C 2.43741 -0.60617 -2.87105  -0.25
C -4.15704 1.31449 1.70662  -0.18
O -1.15859 1.30144 -0.22010  -0.02
H 0.25608 2.48340 4.95479  0.05
C -0.46407 -3.36731 -3.71238  -0.22
H -1.19307 -3.62801 -4.48383  0.04
H -4.35513 1.15678 -0.35903  0.12
H 2.29700 3.81057 0.12950  0.16
H -2.35018 4.13321 1.59550  0.12
C -1.56437 2.57320 -0.24479  -0.49
H 2.17028 -4.64361 -1.77670  0.03
H -4.01870 0.30578 2.09615  0.11
H 2.64981 5.20320 2.26334  0.14
H -2.34626 1.94186 2.70425  0.10
C -3.05714 2.72337 0.09146  -0.22
H -5.22246 1.56015 1.76127  0.12
N -3.64715 1.39183 0.32061  -0.03
H -3.80803 2.68015 3.37234  0.12
C -1.93499 -0.75020 -3.10680  -0.22
H -2.39995 -4.42577 -1.45983  0.02
H -0.34607 -4.17268 2.40417  0.03
H 1.75118 2.47017 -3.51967  0.03
H -1.03851 -4.97314 0.99087  0.01
H -1.83795 0.08226 -2.40832  -0.01
C -3.32729 2.35211 2.45359  -0.14
Si -1.30955 -2.37196 -2.34903  0.32
C 1.03696 2.37616 2.54167  -0.12
H -1.35690 -0.50247 -3.99913  0.03
H 4.82704 0.86587 -1.47750  0.01
H -2.98340 -0.82642 -3.40324  0.03
H -3.05456 -2.99669 -0.66101  0.02
N 1.34128 2.42280 1.24951  -0.02
O 2.02509 4.97199 4.96729  0.09
C 1.23638 2.16476 -2.60422  -0.21
H -4.11223 4.08317 1.41782  0.12

Atomic forces in eV per Å
0.00 0.00 0.04
0.01 0.00 0.01
-0.05 -0.06 0.12
0.03 -0.12 0.05
1.17 -0.06 0.89
0.00 -0.20 -0.04
-0.02 0.01 0.03
-1.00 0.51 -0.45
-0.05 -0.04 -0.10
-0.37 -0.06 0.18
0.01 0.00 -0.01
0.05 0.00 -0.01
0.02 0.29 0.22
0.00 -0.05 -0.04
-0.01 0.25 0.06
-0.27 0.25 -0.19
-0.02 0.03 -0.01
-0.05 0.17 0.08
0.02 -0.02 0.04
-0.21 -0.26 -0.03
0.24 0.16 -0.16
0.03 0.00 -0.04
0.00 0.00 0.01
0.00 0.02 0.00
0.01 0.02 0.00
-0.11 0.20 0.23
0.00 -0.01 0.00
-0.09 -0.06 -0.05
-0.05 -0.26 -0.10
-0.08 0.09 0.10
-0.03 -0.05 -0.09
0.10 -0.94 -0.59
0.15 0.13 -0.07
-0.01 0.01 -0.01
-0.04 0.01 0.00
0.02 -0.01 -0.02
0.29 -0.21 -0.81
-0.01 0.01 -0.03
0.04 0.27 0.25
0.09 -0.10 0.11
0.21 0.16 -0.28
0.05 -0.22 -0.05
0.08 0.10 0.30
-0.07 0.04 0.03
-0.01 0.03 -0.04
0.01 0.03 -0.04
-0.05 0.08 0.02
-0.27 0.10 0.17
0.00 0.01 0.01
-0.02 0.03 0.02
-0.01 -0.01 -0.07
-0.06 0.01 0.04
0.14 0.06 0.19
0.01 0.03 -0.06
-0.06 0.04 -0.04
0.05 -0.03 0.05
0.14 -0.13 0.24
0.02 0.01 0.03
0.00 -0.01 0.00
0.01 -0.04 -0.01
0.00 0.00 -0.01
-0.02 0.02 -0.02
-0.01 0.03 -0.17
-0.28 -0.06 -0.10
-0.07 0.26 -0.07
0.04 0.00 0.02
0.00 0.01 0.02
0.00 -0.08 0.02
-0.02 0.02 -0.02
0.15 -0.25 0.07
0.04 -0.03 -0.04
0.14 -0.20 0.31
0.01 0.02 -0.05

Summary:
- Spin multiplicity: 5
- Highest occupied orbital energy (alpha / beta): -0.2605 / -0.3307 Eh
- Maximum force: 1.47 eV/A
- Expectation value of S²: 6.04